[1]
{
  "formula": "C47H35KN10O8S6",
  "method": "ωB97M-V/def2-TZVPD",
  "e_homo_ev": -2.54,
  "spin_multiplicity": 1,
  "fmax_ev_per_a": 2.28,
  "total_charge": -2,
  "e_above_lowest_kcal_mol": 27.8,
  "orbital_gap_ha": 0.202,
  "mol_weight_g_mol": 1099.4,
  "species": ["K", "O", "C", "C", "C", "N", "C", "C", "C", "O", "O", "C", "O", "O", "H", "H", "H", "N", "C", "N", "C", "C", "S", "C", "C", "S", "C", "N", "N", "H", "H", "H", "H", "H", "H", "O", "N", "O", "C", "C", "C", "C", "C", "C", "N", "C", "C", "N", "C", "C", "C", "C", "H", "H", "H", "H", "H", "H", "H", "O", "S", "C", "C", "C", "C", "C", "C", "C", "C", "C", "C", "C", "C", "C", "C", "H", "H", "H", "H", "H", "H", "H", "H", "H", "H", "H", "H", "H", "H", "S", "C", "S", "C", "N", "N", "C", "C", "C", "C", "C", "C", "S", "H", "H", "H", "H", "H"],
  "positions_angstrom": [[0.424, -0.344, 0.147], [3.825, 3.193, -4.354], [2.943, 2.413, -3.660], [1.583, 2.453, -3.904], [0.740, 1.634, -3.160], [1.192, 0.835, -2.187], [2.512, 0.806, -1.971], [3.430, 1.553, -2.690], [2.980, -0.030, -0.800], [3.734, -1.010, -1.046], [2.583, 0.337, 0.318], [-0.758, 1.632, -3.513], [-1.354, 2.705, -3.294], [-1.183, 0.569, -4.014], [3.320, 3.738, -4.964], [1.167, 3.111, -4.659], [4.489, 1.487, -2.483], [-2.864, -0.714, 1.806], [-1.930, -1.133, 2.702], [-0.659, -1.212, 2.485], [0.004, -1.724, 3.583], [-0.786, -2.096, 4.621], [-2.439, -1.757, 4.270], [1.460, -1.733, 3.617], [2.195, -1.648, 4.753], [3.875, -1.620, 4.374], [3.454, -1.721, 2.653], [2.175, -1.780, 2.444], [4.442, -1.836, 1.733], [-2.465, -0.321, 0.960], [-3.659, -0.227, 2.183], [-0.498, -2.497, 5.578], [1.851, -1.521, 5.766], [5.344, -1.511, 2.038], [4.207, -1.552, 0.762], [-6.475, 3.373, -3.176], [-5.694, 3.573, -2.255], [-5.778, 4.560, -1.544], [-4.649, 2.601, -2.012], [-4.775, 1.415, -2.669], [-3.906, 0.333, -2.411], [-4.021, -0.904, -3.070], [-3.191, -1.931, -2.715], [-2.263, -1.718, -1.685], [-2.128, -0.567, -1.064], [-2.910, 0.461, -1.430], [-2.711, 1.742, -0.789], [-1.681, 1.834, 0.067], [-1.396, 3.001, 0.596], [-2.120, 4.158, 0.301], [-3.200, 4.075, -0.540], [-3.554, 2.833, -1.099], [-5.583, 1.293, -3.376], [-4.759, -1.015, -3.856], [-3.235, -2.891, -3.209], [-1.603, -2.516, -1.352], [-0.552, 3.022, 1.280], [-1.830, 5.107, 0.732], [-3.762, 4.959, -0.784], [0.519, -2.697, -0.169], [1.946, -3.032, -0.006], [1.959, -4.599, 1.029], [1.000, -5.620, 0.542], [1.425, -6.800, -0.067], [0.509, -7.724, -0.547], [-0.852, -7.474, -0.440], [-1.287, -6.305, 0.171], [-0.372, -5.391, 0.666], [2.490, -3.843, -1.620], [1.437, -3.778, -2.676], [1.128, -2.558, -3.275], [0.150, -2.466, -4.251], [-0.526, -3.612, -4.656], [-0.237, -4.831, -4.060], [0.732, -4.912, -3.069], [1.683, -4.214, 2.010], [2.996, -4.935, 1.040], [2.487, -7.004, -0.152], [0.856, -8.639, -1.013], [-1.570, -8.184, -0.832], [-2.348, -6.111, 0.270], [-0.707, -4.480, 1.147], [2.807, -4.864, -1.418], [3.345, -3.224, -1.887], [1.667, -1.669, -2.971], [-0.107, -1.497, -4.664], [-1.284, -3.551, -5.428], [-0.769, -5.727, -4.362], [0.946, -5.865, -2.602], [4.086, 5.334, 4.671], [2.639, 4.509, 4.631], [2.520, 2.821, 5.024], [0.749, 2.821, 4.644], [0.385, 3.998, 4.237], [1.407, 4.936, 4.245], [1.002, 6.233, 3.838], [-0.114, 6.320, 3.002], [-0.582, 7.553, 2.584], [0.047, 8.720, 2.995], [1.137, 8.634, 3.846], [1.616, 7.405, 4.275], [-0.189, 1.454, 4.834], [-0.603, 5.405, 2.704], [-1.445, 7.606, 1.932], [-0.314, 9.685, 2.660], [1.626, 9.539, 4.189], [2.455, 7.355, 4.944]],
  "lowdin_charge": [0.760, 0.046, -0.306, 0.037, -0.161, 0.132, -0.201, 0.053, -0.703, -0.080, -0.139, -0.669, -0.013, -0.023, 0.094, 0.122, 0.126, 0.107, -0.693, 0.058, -0.382, -0.396, 0.981, -0.352, -0.381, 0.995, -0.675, 0.046, 0.096, 0.036, 0.091, 0.067, 0.067, 0.082, 0.058, 0.042, -0.340, 0.058, -0.075, 0.079, -0.137, -0.001, -0.034, -0.087, 0.088, -0.159, -0.162, 0.121, -0.086, -0.022, 0.008, -0.068, 0.126, 0.117, 0.099, 0.107, 0.118, 0.088, 0.100, -0.617, 0.968, -0.241, -0.275, -0.074, -0.113, -0.108, -0.075, -0.028, -0.219, -0.264, -0.018, -0.061, -0.109, -0.100, -0.045, 0.083, 0.098, 0.110, 0.096, 0.092, 0.102, 0.114, 0.075, 0.077, 0.106, 0.093, 0.095, 0.091, 0.091, 0.490, -1.125, 0.905, -1.198, -0.033, -0.153, -0.187, -0.021, -0.095, -0.118, -0.102, -0.052, 0.475, 0.083, 0.095, 0.090, 0.094, 0.047]
}

***

[2]
{
  "formula": "C47H36BrCdN3O2STe",
  "method": "ωB97M-V/def2-TZVPD",
  "e_homo_ev": [-7.38, -7.38],
  "spin_multiplicity": 1,
  "fmax_ev_per_a": 3.17,
  "e_above_lowest_kcal_mol": 0.0,
  "orbital_gap_ha": [0.232, 0.232],
  "mol_weight_g_mol": 1026.8,
  "species": ["Cd", "C", "C", "C", "C", "C", "O", "C", "C", "C", "C", "C", "C", "C", "O", "C", "C", "C", "N", "C", "C", "Te", "C", "C", "C", "C", "C", "C", "C", "C", "C", "C", "C", "C", "H", "H", "H", "H", "H", "H", "H", "H", "H", "H", "H", "H", "H", "H", "H", "H", "H", "H", "H", "H", "H", "H", "H", "H", "S", "C", "C", "C", "C", "C", "C", "N", "C", "C", "C", "C", "C", "C", "C", "H", "H", "H", "H", "H", "H", "H", "H", "Br", "C", "C", "C", "C", "N", "C", "H", "H", "H", "H"],
  "positions_angstrom": [[1.473, -0.051, 0.934], [-4.438, 4.331, 1.663], [-3.055, 3.681, 1.523], [-1.911, 4.304, 1.943], [-0.626, 3.905, 1.598], [0.475, 4.852, 1.762], [0.778, 5.271, 2.902], [1.237, 5.303, 0.523], [0.839, 4.980, -0.777], [1.638, 5.355, -1.828], [2.843, 6.070, -1.589], [3.176, 6.387, -0.279], [2.343, 6.075, 0.780], [-0.392, 2.588, 1.090], [0.746, 2.081, 0.961], [-1.631, 1.854, 0.727], [-2.890, 2.463, 0.818], [-1.505, 0.575, 0.029], [-0.827, -0.461, 0.511], [-1.426, -1.129, 1.634], [-0.728, -2.454, 1.853], [-1.627, -3.714, 3.419], [-3.539, -4.072, 2.407], [-3.698, -4.667, 1.163], [-4.998, -4.961, 0.675], [-6.114, -4.573, 1.402], [-5.943, -3.922, 2.622], [-4.663, -3.667, 3.154], [-2.110, 0.477, -1.305], [-2.411, -0.796, -1.899], [-3.005, -0.883, -3.115], [-3.265, 0.254, -3.878], [-2.993, 1.509, -3.365], [-2.421, 1.617, -2.121], [-4.397, 5.440, 1.583], [-4.728, 4.183, 2.715], [-5.165, 3.861, 0.963], [-2.032, 5.202, 2.524], [-0.074, 4.459, -0.946], [1.261, 5.035, -2.766], [3.446, 6.269, -2.443], [4.132, 6.866, -0.108], [2.468, 6.315, 1.846], [-3.750, 1.974, 0.373], [-2.479, -1.288, 1.439], [-1.313, -0.486, 2.549], [0.262, -2.422, 2.284], [-0.605, -3.103, 0.984], [-2.837, -4.809, 0.577], [-5.046, -5.547, -0.245], [-7.092, -4.796, 1.052], [-6.826, -3.586, 3.186], [-4.551, -3.192, 4.110], [-2.177, -1.756, -1.384], [-3.264, -1.826, -3.582], [-3.684, 0.169, -4.874], [-3.196, 2.404, -3.918], [-2.179, 2.569, -1.703], [2.543, -4.853, 0.312], [2.129, -4.546, -1.332], [1.911, -5.495, -2.290], [1.536, -5.051, -3.594], [1.559, -3.681, -3.835], [1.824, -2.738, -2.867], [2.038, -3.124, -1.594], [2.332, -2.354, -0.536], [2.681, -3.074, 0.525], [3.255, -2.552, 1.758], [4.034, -3.385, 2.578], [4.467, -2.914, 3.833], [4.145, -1.623, 4.214], [3.329, -0.818, 3.408], [2.873, -1.284, 2.211], [1.987, -6.548, -2.050], [1.379, -5.848, -4.317], [1.442, -3.275, -4.825], [1.677, -1.680, -3.102], [4.128, -4.426, 2.297], [5.038, -3.580, 4.465], [4.527, -1.158, 5.141], [3.015, 0.163, 3.759], [6.782, 1.683, -1.843], [4.875, 1.393, -2.003], [4.205, 1.396, -3.228], [2.827, 1.129, -3.245], [2.171, 1.000, -2.041], [2.845, 0.940, -0.867], [4.178, 1.026, -0.875], [4.745, 1.612, -4.187], [2.284, 1.126, -4.170], [1.128, 0.902, -1.972], [4.608, 1.124, 0.119]],
  "lowdin_charge": [1.394, -0.055, -0.265, 0.011, -0.104, -0.269, 0.064, -0.140, -0.029, -0.071, -0.063, -0.077, -0.019, -0.346, -0.161, -0.100, 0.002, -0.227, -0.087, -0.357, -0.517, 1.205, -0.529, -0.132, -0.079, -0.101, -0.090, -0.158, -0.119, -0.012, -0.093, -0.068, -0.077, -0.015, 0.080, 0.074, 0.081, 0.130, 0.104, 0.088, 0.089, 0.102, 0.127, 0.120, 0.105, 0.123, -0.017, 0.039, 0.075, 0.103, 0.090, 0.107, 0.071, 0.125, 0.108, 0.107, 0.103, 0.102, 1.097, -0.483, -0.100, -0.066, -0.097, -0.041, -0.335, 0.076, -0.488, -0.311, -0.057, -0.080, -0.093, -0.167, -0.209, 0.105, 0.100, 0.098, 0.106, 0.071, 0.099, 0.110, 0.086, 0.709, -0.632, -0.085, -0.057, -0.141, -0.004, -0.190, 0.127, 0.106, 0.085, 0.112]
}

***

[3]
{
  "formula": "C47H37Br4N8O4PTi",
  "method": "ωB97M-V/def2-TZVPD",
  "e_homo_ev": [0.05, -1.14],
  "spin_multiplicity": 3,
  "fmax_ev_per_a": 1.05,
  "total_charge": -2,
  "e_above_lowest_kcal_mol": 5.6,
  "orbital_gap_ha": [0.141, 0.185],
  "mol_weight_g_mol": 1176.3,
  "species": ["Ti", "C", "C", "C", "C", "C", "N", "C", "C", "C", "C", "C", "C", "C", "N", "C", "C", "C", "N", "C", "C", "N", "C", "C", "C", "N", "H", "H", "H", "H", "H", "H", "H", "H", "H", "H", "H", "H", "H", "H", "H", "H", "H", "H", "Br", "C", "C", "Br", "C", "Br", "C", "O", "C", "O", "C", "Br", "N", "P", "C", "C", "C", "C", "C", "C", "C", "C", "C", "C", "C", "C", "C", "C", "C", "C", "C", "N", "H", "H", "H", "H", "H", "H", "H", "H", "H", "H", "H", "H", "H", "H", "H", "O", "C", "C", "C", "C", "O", "N", "H", "H", "H", "H"],
  "positions_angstrom": [[-0.629, -1.127, 0.139], [-5.007, 1.966, 3.905], [-3.669, 1.755, 3.249], [-2.533, 1.445, 3.991], [-1.347, 1.094, 3.374], [-1.221, 1.070, 1.982], [-0.073, 0.563, 1.360], [1.114, 1.111, 1.720], [1.211, 2.445, 2.200], [2.406, 3.049, 2.521], [3.624, 2.384, 2.373], [4.941, 3.062, 2.640], [3.561, 1.086, 1.899], [2.360, 0.451, 1.602], [2.459, -0.904, 1.173], [3.367, -1.806, 1.593], [3.296, -2.892, 0.748], [2.291, -2.558, -0.168], [1.791, -1.360, 0.098], [-2.349, 1.456, 1.246], [-3.557, 1.749, 1.868], [-2.312, 1.505, -0.175], [-3.027, 2.334, -0.971], [-2.788, 1.963, -2.270], [-1.909, 0.875, -2.170], [-1.623, 0.617, -0.907], [-4.893, 2.191, 4.967], [-5.618, 1.063, 3.820], [-5.561, 2.784, 3.439], [-2.599, 1.404, 5.073], [-0.501, 0.756, 3.958], [0.291, 3.002, 2.315], [2.394, 4.075, 2.879], [4.867, 3.758, 3.479], [5.288, 3.636, 1.773], [5.719, 2.335, 2.877], [4.482, 0.542, 1.718], [3.972, -1.610, 2.461], [3.852, -3.811, 0.813], [1.842, -3.157, -0.943], [-4.436, 1.910, 1.255], [-3.640, 3.108, -0.546], [-3.213, 2.389, -3.162], [-1.510, 0.244, -2.947], [-8.432, -1.062, 1.136], [-6.538, -1.261, 1.060], [-5.818, -1.449, 2.223], [-6.680, -1.570, 3.910], [-4.411, -1.549, 2.132], [-3.350, -1.764, 3.692], [-3.723, -1.449, 0.933], [-2.416, -1.413, 0.896], [-4.474, -1.373, -0.327], [-3.889, -1.448, -1.430], [-5.884, -1.228, -0.174], [-6.834, -0.994, -1.806], [1.281, -0.706, -2.816], [1.398, 0.746, -1.924], [1.212, 2.000, -3.275], [1.979, 2.002, -4.441], [1.779, 2.958, -5.424], [0.811, 3.940, -5.248], [0.051, 3.958, -4.089], [0.251, 2.992, -3.109], [3.228, 0.884, -1.796], [4.109, -0.172, -2.001], [5.477, 0.003, -1.825], [5.981, 1.239, -1.449], [5.107, 2.299, -1.235], [3.744, 2.118, -1.397], [0.252, -1.677, -2.858], [0.023, -2.301, -4.071], [-0.936, -3.303, -4.196], [-1.657, -3.629, -3.041], [-1.398, -2.982, -1.871], [-0.450, -1.984, -1.723], [1.751, -0.686, -3.711], [2.759, 1.258, -4.572], [2.382, 2.944, -6.324], [0.653, 4.690, -6.014], [-0.707, 4.719, -3.945], [-0.355, 2.995, -2.211], [3.714, -1.144, -2.268], [6.148, -0.835, -1.974], [7.047, 1.375, -1.309], [5.487, 3.263, -0.917], [3.066, 2.940, -1.189], [0.604, -1.984, -4.931], [-1.121, -3.787, -5.145], [-2.431, -4.385, -3.048], [-1.947, -3.219, -0.971], [0.245, -1.732, 3.355], [0.116, -2.805, 2.791], [0.213, -4.142, 3.532], [0.280, -5.159, 2.409], [0.056, -4.316, 1.148], [0.039, -4.810, 0.027], [-0.086, -3.000, 1.452], [-0.680, -4.239, 4.151], [1.081, -4.127, 4.192], [-0.479, -5.940, 2.449], [1.253, -5.647, 2.320]],
  "lowdin_charge": [0.888, -0.055, -0.298, -0.097, -0.047, -0.255, -0.018, -0.242, -0.016, -0.069, -0.311, -0.076, -0.014, -0.129, -0.053, -0.067, -0.050, -0.164, 0.003, -0.127, 0.011, -0.034, -0.056, -0.062, -0.163, 0.007, 0.070, 0.027, 0.072, 0.104, 0.117, 0.108, 0.101, 0.065, 0.059, 0.067, 0.112, 0.121, 0.088, 0.108, 0.125, 0.117, 0.095, 0.113, 0.608, -0.782, -0.788, 0.628, -0.616, 0.815, -0.380, -0.246, -0.472, -0.085, -0.654, 0.651, -0.141, 1.062, -0.343, -0.098, -0.102, -0.110, -0.088, -0.104, -0.361, -0.098, -0.096, -0.112, -0.102, -0.103, -0.377, -0.064, -0.098, -0.081, -0.129, -0.017, 0.075, 0.101, 0.092, 0.091, 0.098, 0.087, 0.090, 0.094, 0.089, 0.093, 0.111, 0.096, 0.083, 0.104, 0.104, 0.020, -0.526, -0.100, -0.102, -0.520, 0.006, 0.092, 0.106, 0.105, 0.107, 0.105]
}

***

Taking the records one at a time from the top gives DFT total energy values of -5950.7610; -5535.2162; -14039.3391 a.u..